Entry 1:
Molecular formula: C15H20N2O2Sn
Method: DFT, wB97M-V/def2-TZVPD

```
40
Properties=species:S:1:pos:R:3:mulliken_charge:R:1
C -4.47501 0.05068 0.40166 -0.66
C -4.53685 1.34605 -0.40733 -0.69
H -4.70637 -0.80988 -0.22892 0.26
H -5.25143 0.11414 1.17306 0.32
H -3.52791 -0.14538 0.91110 0.07
H -3.71556 1.52243 -1.10347 0.10
H -5.45918 1.32509 -0.99878 0.37
H -4.60312 2.21862 0.24796 0.28
C 0.61298 -2.96457 0.17437 -0.18
C 1.64196 -3.90853 0.18288 -0.70
C 2.81209 -3.64165 -0.53544 -0.49
C 2.91324 -2.42502 -1.20357 -0.63
H -0.31164 -3.12424 0.73960 0.40
H 1.51053 -4.82076 0.76058 0.38
H 3.63797 -4.35461 -0.54785 0.41
H 3.81082 -2.14639 -1.75203 0.32
N 0.70602 -1.81353 -0.49216 0.00
C 1.85304 -1.49243 -1.12667 0.46
C 1.95929 -0.09667 -1.59080 0.71
N 0.90393 0.74313 -1.37052 0.08
C 1.01905 2.03190 -1.74634 -0.01
C 3.27625 1.71522 -2.51085 -0.34
C 2.19607 2.57156 -2.28653 -0.89
H 0.13838 2.65639 -1.59299 0.42
H 2.21340 3.63460 -2.51474 0.38
C 3.15576 0.37204 -2.16648 -0.71
H 3.96930 -0.33498 -2.31330 0.21
H 4.19869 2.09529 -2.95279 0.41
Sn -1.11844 0.04548 -0.29433 0.49
C -1.35484 2.11703 0.43839 -1.88
H -1.87477 2.75696 -0.28756 0.38
H -0.35819 2.52507 0.64771 0.60
H -1.94090 2.09314 1.36586 0.44
C -0.10556 0.04630 4.01745 -0.74
O -0.66579 0.25160 2.69984 -0.22
C 0.12518 0.02407 1.64891 0.44
O 1.31632 -0.18446 1.67882 -0.61
H 0.95524 0.31752 3.99626 0.32
H -0.22329 -1.00943 4.28793 0.26
H -0.69666 0.69822 4.65107 0.23
```

Properties
Total charge ... 0
LUMO energy ... -0.429 eV
Highest occupied orbital energy ... -6.75 eV
ΔE to the lowest compared entry with this formula, charge and spin ... 0.000 eV



Entry 2:
Molecular formula: C26H19N2O3Zn
Method: DFT, wB97M-V/def2-TZVPD

```
51
Properties=species:S:1:pos:R:3:mulliken_charge:R:1
Zn 0.42335 -0.61553 0.64372 -0.01
C 0.65632 -2.86402 4.39297 -0.88
C 0.95651 -1.96618 3.36112 0.06
N 0.21332 -1.87172 2.27677 -0.40
C -0.85549 -2.67593 2.13330 -0.04
C -1.24845 -3.59779 3.12805 0.95
C -0.45174 -3.67142 4.28492 -0.54
C -2.40894 -4.40119 2.92830 -0.91
C -3.11789 -4.32268 1.77574 -0.90
C -2.71596 -3.44430 0.72871 1.04
C -3.38784 -3.37428 -0.50394 -0.58
C -2.91618 -2.52769 -1.47927 -1.09
C -1.79616 -1.73859 -1.20859 0.32
N -1.16923 -1.76409 -0.04950 0.11
C -1.59301 -2.60700 0.90922 0.35
H 1.29527 -2.90723 5.26108 0.42
H 1.81959 -1.31670 3.40816 0.54
H -0.72007 -4.36601 5.06741 0.45
H -2.70833 -5.07210 3.71956 0.43
H -3.99808 -4.92801 1.62444 0.42
H -4.25813 -3.99137 -0.66891 0.45
H -3.39495 -2.46276 -2.44291 0.46
H -1.39275 -1.07288 -1.95767 0.41
O 0.93339 0.06114 -1.32799 -0.49
C 1.51621 1.34107 -0.95446 1.66
C 2.53244 1.01611 0.19373 0.90
O 3.59950 1.55212 0.30955 -0.62
O 2.06147 0.12165 1.00574 -0.69
C 2.04415 2.02205 -2.19829 -0.15
C 1.38224 1.77464 -3.39869 -0.15
C 1.82771 2.33673 -4.58044 -0.81
C 2.93749 3.16446 -4.57726 -0.49
C 3.56523 3.45616 -3.37877 -0.84
C 3.12606 2.89010 -2.19355 -0.44
C 0.45105 2.18384 -0.28403 0.21
C 0.81655 3.30958 0.45650 -0.41
C -0.15209 4.07679 1.07768 -0.89
C -1.49452 3.74321 0.96224 -0.50
C -1.86641 2.63659 0.22344 -0.89
C -0.89889 1.85039 -0.39110 -0.03
H 1.57997 -0.36367 -1.91222 0.40
H 0.50791 1.14044 -3.41613 0.34
H 1.30991 2.12011 -5.50362 0.41
H 3.30729 3.57868 -5.50406 0.41
H 4.41515 4.12121 -3.36487 0.42
H 3.64767 3.10331 -1.27874 0.41
H 1.85505 3.58607 0.54529 0.41
H 0.13436 4.93474 1.66798 0.43
H -2.24683 4.36196 1.42660 0.41
H -2.91250 2.38682 0.11345 0.45
H -1.21074 1.05317 -1.05067 0.44
```

Properties
Total charge ... +1
LUMO energy ... -4.024 eV
Highest occupied orbital energy ... -11.40 eV
ΔE to the lowest compared entry with this formula, charge and spin ... 0.311 eV



Entry 3:
Molecular formula: C3H5NO2
Method: DFT, wB97M-V/def2-TZVPD

```
11
Properties=species:S:1:pos:R:3:mulliken_charge:R:1
C -1.02387 1.39173 -0.03471 -0.80
N 0.09870 0.48521 -0.02568 -0.18
C -0.00808 -0.83456 0.17877 0.60
O -1.00091 -1.47548 0.48395 -0.61
C 1.32792 -1.55295 -0.01982 0.05
O 2.34525 -1.02341 -0.40015 -0.50
H -1.92786 0.81196 0.16704 0.31
H -0.90974 2.16182 0.73437 0.27
H -1.11071 1.86579 -1.01748 0.29
H 1.02464 0.78382 -0.30148 0.23
H 1.18465 -2.61393 0.23519 0.34
```

Properties
Total charge ... 0
LUMO energy ... -0.061 eV
Structure (SMILES) ... CNC(=O)C=O
Highest occupied orbital energy ... -9.99 eV
ΔE to the lowest compared entry with this formula, charge and spin ... 0.765 eV



Entry 4:
Molecular formula: C3HBaO3
Method: DFT, wB97M-V/def2-TZVPD

```
8
Properties=species:S:1:pos:R:3:mulliken_charge:R:1
C 0.57352 -0.37331 -2.19364 0.43
C 0.19557 0.72053 -1.69904 -0.17
O -0.14905 1.09120 -0.43188 -0.18
C -0.06641 0.18793 0.56447 -0.26
O -0.81138 0.47871 1.52770 -0.55
Ba -0.93870 0.66398 4.32648 1.81
O 0.75415 -1.53359 -1.69464 -0.55
H 0.44231 -1.23545 -0.39946 0.45
```

Properties
Total charge ... +1
LUMO energy (alpha / beta) ... -6.328 / -6.311 eV
Highest occupied orbital energy (alpha / beta) ... -9.69 / -9.52 eV
ΔE to the lowest compared entry with this formula, charge and spin ... 4.866 eV



Entry 5:
Molecular formula: C41H28BBaF11IN6O2P
Method: DFT, wB97M-V/def2-TZVPD

```
92
Properties=species:S:1:pos:R:3:mulliken_charge:R:1
Ba 0.54307 -0.62561 0.86733 1.46
O -1.31183 1.04979 0.87802 0.53
C -1.90062 1.71340 1.76732 -1.59
C -2.44161 3.05264 1.24045 1.01
C -2.65466 4.05157 2.18559 -0.83
C -3.31798 5.22265 1.86185 -0.59
C -3.84749 5.36878 0.58564 -0.66
C -3.66054 4.37513 -0.36463 -0.43
C -2.92657 3.22255 -0.07004 0.22
P -2.54715 1.95247 -1.36232 0.16
C -3.61535 2.58087 -2.73993 -0.08
C -4.92129 2.08888 -2.77326 -0.37
C -5.80789 2.46528 -3.77058 -0.62
C -5.39523 3.32849 -4.77734 -0.42
C -4.09266 3.80566 -4.77373 -0.73
C -3.21257 3.43614 -3.76385 0.16
C -0.93561 2.60737 -1.96833 0.62
C -0.53501 3.93281 -1.80776 0.00
C 0.63597 4.39403 -2.38960 -0.65
C 1.43773 3.53505 -3.12577 -0.63
C 1.06642 2.20788 -3.26812 -0.37
C -0.11293 1.75068 -2.69630 -0.76
H -2.28580 3.87413 3.19052 0.40
H -3.45150 6.00285 2.60280 0.36
H -4.40613 6.26039 0.32324 0.39
H -4.07266 4.51813 -1.35592 0.25
H -5.24078 1.39270 -2.00487 0.39
H -6.81658 2.06947 -3.77198 0.38
H -6.08121 3.61639 -5.56521 0.35
H -3.75556 4.47053 -5.56061 0.39
H -2.19987 3.81954 -3.77447 0.33
H -1.14771 4.61476 -1.23152 0.32
H 0.93270 5.42664 -2.24961 0.39
H 2.36484 3.89059 -3.55676 0.34
H 1.69697 1.51951 -3.81731 0.42
H -0.40516 0.71807 -2.83677 0.53
N 2.66697 -3.49438 -0.08216 -0.04
C 2.65103 -3.56866 1.28549 0.16
N 3.41842 -4.53150 1.81425 -0.78
C 3.41543 -4.51822 3.15833 0.39
N 4.21652 -5.48474 3.75274 -0.50
N 2.77413 -3.70322 3.95489 -0.64
C 1.99880 -2.75756 3.33203 -0.58
N 1.89816 -2.71068 1.95989 0.46
C 1.28137 -1.84079 4.14577 0.44
C 1.40931 -1.90879 5.56459 -0.91
C 0.70359 -1.04706 6.35305 -0.32
C -0.14309 -0.09037 5.75743 -0.98
C -0.20535 -0.05923 4.37770 -0.10
N 0.46612 -0.88922 3.57752 0.22
H 3.02414 -4.31520 -0.54225 0.40
H 1.89600 -3.07231 -0.57419 -0.26
H 4.37381 -6.28308 3.15961 0.27
H 3.93973 -5.69582 4.69746 0.27
H 2.07339 -2.64937 5.98338 0.43
H 0.79915 -1.10075 7.43255 0.37
H -0.72179 0.61117 6.34260 0.43
H -0.83888 0.66494 3.86849 0.31
I -2.55779 -2.51214 0.25044 0.04
C -1.61952 -4.15219 -0.66285 0.02
C -1.77670 -5.37038 -0.00569 -0.85
C -0.94675 -6.43363 -0.33771 -0.55
C 0.07455 -6.24931 -1.24735 -0.90
C 0.24158 -5.02478 -1.92580 0.87
C 1.35572 -4.79540 -2.77450 -1.10
C 1.52051 -3.56049 -3.41306 -0.74
C 0.52774 -2.60915 -3.35535 -0.71
C -0.68148 -2.82304 -2.61770 0.37
C -0.71550 -3.97255 -1.72295 0.32
H -2.49934 -5.46588 0.79286 0.38
H -1.06695 -7.38604 0.16546 0.35
H 0.77979 -7.04901 -1.44723 0.31
H 2.10085 -5.57739 -2.86833 0.34
H 2.41314 -3.36988 -3.99898 0.35
H 0.61454 -1.71392 -3.96081 0.34
F -1.85333 -1.24362 -4.15792 -0.29
B -1.92501 -2.18319 -3.17970 0.80
F -3.19388 -2.57376 -2.94154 -0.31
F 5.35597 2.76950 0.51449 -0.30
C 4.58515 1.69749 0.22142 0.36
F 4.13279 1.87138 -1.01993 -0.16
F 5.40071 0.63106 0.19431 -0.26
C 3.40830 1.48375 1.23012 1.02
O 2.46600 0.69788 0.71272 -0.54
C 2.81350 2.88410 1.60179 0.29
F 2.68740 3.65608 0.51203 -0.25
F 3.56743 3.57879 2.48112 -0.31
F 1.60138 2.75064 2.13767 -0.17
C 3.99633 0.84621 2.53414 0.37
F 4.23407 -0.45223 2.36405 -0.23
F 5.15631 1.41714 2.93301 -0.31
F 3.12774 0.96868 3.54642 -0.25
```

Properties
Total charge ... -2
LUMO energy (alpha / beta) ... 4.055 / 4.058 eV
Highest occupied orbital energy (alpha / beta) ... -0.46 / -0.50 eV
ΔE to the lowest compared entry with this formula, charge and spin ... 1.208 eV



Strongest force on any atom, record by record: 0.0456; 0.0186; 0.0178; 0.0616; 0.0228 Eh/bohr
E_tot, record by record: -1057.81106; -3116.63975; -322.54624; -365.57723; -3846.47715 a.u.